[1]
# C61H76NP4RuSi

A molecular structure, C61H76NP4RuSi at a distorted geometry (ωB97M-V/def2-TZVPD, the OMol25 dataset).

Energy relative to the best compared isomer or geometry (same formula, charge and spin) in kJ/mol: 95.9
HOMO-LUMO gap (alpha / beta) in eV: 6.118 / 6.611
2S+1: 6
Net charge: +2

Geometry as XYZ:
```
144
C61H76NP4RuSi (ωB97M-V/def2-TZVPD)
Ru -0.48571 -0.49869 -0.29755
C 0.49394 -1.40331 -4.06147
Si 1.01458 -1.30996 -2.21383
C 2.64782 -0.31329 -1.98162
C 3.78392 -0.83526 -2.58766
C 5.02975 -0.27804 -2.35950
C 5.14467 0.82415 -1.52937
C 4.01593 1.38586 -0.95397
C 2.76089 0.82232 -1.16696
P 1.21548 1.50547 -0.46510
C 0.79782 2.87684 -1.64676
C 0.18640 2.26287 -2.90954
C 0.03805 3.31574 -4.02348
C 0.09124 4.74199 -3.47934
C 1.41718 5.01362 -2.75565
C 1.97339 3.74904 -2.08829
C 1.49450 2.23037 1.24382
C 2.31671 3.51125 1.41900
C 2.12473 4.01951 2.84862
C 0.69591 4.54144 3.05424
C -0.28194 3.83398 2.11186
C 0.12112 2.37650 1.94340
C 1.36712 -3.05736 -1.50119
C 1.33121 -4.19481 -2.30673
C 1.58592 -5.44937 -1.78137
C 1.85492 -5.60117 -0.42715
C 1.87053 -4.48930 0.39544
C 1.63177 -3.22237 -0.13022
P 1.66546 -1.76416 0.96621
C 3.52774 -1.50563 1.19102
C 4.37751 -2.77819 1.19216
C 5.85748 -2.39357 1.13023
C 6.24278 -1.49270 2.29811
C 5.37388 -0.24037 2.30863
C 3.89504 -0.62414 2.38519
C 0.85709 -2.36670 2.55425
C 0.08142 -1.15049 3.06526
C -0.83208 -1.51525 4.22807
C -0.06522 -2.30254 5.30984
C 1.43455 -2.34203 5.03032
C 1.70328 -2.99837 3.67532
H 1.33348 -1.70047 -4.68042
H 0.12977 -0.44652 -4.42002
H -0.30673 -2.12666 -4.18842
H 3.68718 -1.68918 -3.24270
H 5.90256 -0.70826 -2.83029
H 6.11798 1.24809 -1.33302
H 4.12746 2.25770 -0.33003
H 0.04629 3.48520 -1.12874
H -0.77639 1.79255 -2.67073
H 0.85375 1.47206 -3.26231
H -0.90523 3.17243 -4.55286
H 0.84408 3.19557 -4.74895
H -0.74650 4.90329 -2.79869
H -0.02336 5.44618 -4.30369
H 1.25490 5.78521 -2.00294
H 2.16195 5.39487 -3.45477
H 2.61567 4.02869 -1.25499
H 2.58165 3.18111 -2.79667
H 2.03203 1.40957 1.73792
H 1.98776 4.28256 0.72748
H 3.37440 3.30629 1.25299
H 2.84428 4.81240 3.04999
H 2.33495 3.20362 3.54158
H 0.65488 5.61369 2.86419
H 0.39784 4.38349 4.09244
H -0.28800 4.32718 1.13762
H -1.29173 3.89704 2.52214
H -0.65607 1.83570 1.37453
H 0.16288 1.92060 2.93405
H 1.12321 -4.09284 -3.36135
H 1.58152 -6.31183 -2.42693
H 2.05545 -6.57729 -0.01761
H 2.07944 -4.60071 1.44764
H 3.79158 -0.95567 0.28025
H 4.13938 -3.40096 0.32865
H 4.20623 -3.36365 2.09590
H 6.05893 -1.87898 0.18748
H 6.45686 -3.30494 1.15097
H 7.29221 -1.21199 2.21351
H 6.11979 -2.03350 3.23932
H 5.55893 0.34023 1.40227
H 5.62876 0.38347 3.16615
H 3.29233 0.28559 2.39311
H 3.72261 -1.14545 3.32638
H 0.11684 -3.10091 2.20581
H -0.51539 -0.73316 2.21731
H 0.78159 -0.37074 3.37197
H -1.66361 -2.11933 3.85862
H -1.25304 -0.59962 4.64544
H -0.43087 -3.33028 5.34630
H -0.24132 -1.85988 6.29010
H 1.93286 -2.92421 5.80555
H 1.85869 -1.33719 5.06384
H 1.45041 -4.05764 3.75668
H 2.76671 -2.94131 3.45594
N -3.28712 0.11435 -1.70364
P -2.56538 -1.42141 -1.87279
C -3.60757 -2.12837 -3.17712
C -3.80074 -3.50674 -3.24668
C -4.57059 -4.04167 -4.26389
C -5.12787 -3.21610 -5.22958
C -4.90217 -1.84900 -5.18314
C -4.12892 -1.30592 -4.17432
C -3.10194 -2.34458 -0.38016
C -2.14080 -3.03129 0.36217
C -2.51666 -3.70804 1.51171
C -3.83344 -3.66024 1.94524
C -4.78481 -2.96718 1.21230
C -4.42694 -2.32050 0.04452
P -2.53549 1.12139 -0.54397
C -3.70548 1.02457 0.85963
C -4.89039 1.75121 0.91728
C -5.74007 1.57923 1.99472
C -5.42670 0.68366 3.00414
C -4.26754 -0.07244 2.93138
C -3.41184 0.10464 1.86078
C -2.90241 2.76365 -1.23582
C -3.14548 2.93888 -2.59594
C -3.49750 4.18768 -3.07497
C -3.57762 5.27011 -2.21387
C -3.29350 5.10716 -0.86693
C -2.95535 3.85905 -0.37713
H -4.29676 0.19966 -1.82693
H -3.36274 -4.15060 -2.49588
H -4.73619 -5.10540 -4.30895
H -5.72616 -3.63694 -6.02207
H -5.32346 -1.20589 -5.93883
H -3.93491 -0.24413 -4.15255
H -1.11594 -3.10143 -0.01990
H -1.79482 -4.29484 2.06243
H -4.12036 -4.18143 2.84644
H -5.81180 -2.94645 1.54590
H -5.17388 -1.80409 -0.54512
H -5.14712 2.44682 0.13189
H -6.65892 2.14354 2.04025
H -6.08830 0.56857 3.84749
H -4.02974 -0.79374 3.69745
H -2.50115 -0.48556 1.77538
H -3.07397 2.09961 -3.27071
H -3.70933 4.32148 -4.12513
H -3.85488 6.24261 -2.58663
H -3.34517 5.95372 -0.19773
H -2.76869 3.71730 0.67706
```



[2]
# C7H17NO

3 unconnected molecules or ions with the total composition C7H17NO at a distorted geometry (ωB97M-V/def2-TZVPD, the OMol25 dataset).

Energy relative to the best compared isomer or geometry (same formula, charge and spin) in kJ/mol: 571.9
HOMO-LUMO gap (alpha / beta) in eV: 6.422 / 6.418
2S+1: 1
Net charge: 0

Geometry as XYZ:
```
26
C7H17NO (ωB97M-V/def2-TZVPD)
C -0.52114 1.24394 -1.33119
C 0.89746 1.46180 -1.28977
C 0.33370 -1.74676 -1.98200
C -0.54485 -1.08625 -0.95775
C -1.83727 -1.38212 -0.78979
O -1.29471 1.67318 -0.33736
H -0.75285 1.85506 0.44764
H -1.08109 1.04017 -2.23147
H 1.32818 0.79174 -0.35372
H 1.40048 1.22656 -2.22217
H 1.14527 2.47238 -0.95282
H 0.47607 -1.11175 -2.86080
H -0.07482 -2.70115 -2.32195
H 1.32966 -1.92774 -1.57084
H -2.34601 -2.11564 -1.40720
H -2.43267 -0.88656 -0.03234
C 0.95689 0.60359 2.12195
C -0.38059 0.12196 2.70815
N 1.45962 -0.09779 0.96208
H 0.04362 -0.57237 -0.11410
H 1.48134 -1.09738 1.15692
H 1.70518 0.58770 2.93300
H 0.86762 1.67373 1.85942
H -0.30316 -0.92496 3.01111
H -0.67068 0.71054 3.58368
H -1.18525 0.18813 1.97131
```



[3]
# C26H44BrCl2N7O4PSTi

A molecular structure, C26H44BrCl2N7O4PSTi (ωB97M-V/def2-TZVPD, the OMol25 dataset).

Energy relative to the best compared isomer or geometry (same formula, charge and spin) in kJ/mol: 1182.1
HOMO-LUMO gap in eV: 7.359
2S+1: 1
Net charge: +3

Geometry as XYZ:
```
87
C26H44BrCl2N7O4PSTi (ωB97M-V/def2-TZVPD)
Ti -1.20125 -0.29413 -0.82299
Cl 3.42921 0.05031 0.96472
C 3.38453 -0.35639 -0.82383
C 4.34212 -1.20731 -1.32293
C 4.33966 -1.49513 -2.68234
C 3.39451 -0.91438 -3.50711
C 2.42929 -0.07389 -2.97064
Cl 1.25228 0.63818 -4.01596
C 2.38158 0.20765 -1.60689
S 1.05370 1.26141 -1.06410
H 5.09660 -1.63160 -0.67415
H 5.08466 -2.15914 -3.09784
H 3.39724 -1.10335 -4.57191
O -4.84008 -5.00054 -2.53220
C -4.08025 -3.98090 -2.18277
C -4.39327 -3.07215 -1.16392
C -3.50501 -2.06870 -0.89118
N -2.33608 -1.89766 -1.56110
C -2.06918 -2.76442 -2.56029
Br -0.52023 -2.47344 -3.58253
C -2.88923 -3.80632 -2.89751
H -5.65094 -5.06829 -2.00894
H -5.30671 -3.15729 -0.59112
H -3.70197 -1.37266 -0.08320
H -2.63962 -4.48064 -3.70350
C -4.07524 -1.99774 3.19424
N -3.36401 -0.97520 2.41947
C -4.06449 0.30185 2.38013
P -1.69403 -1.16741 2.37605
O -1.53191 -0.29902 0.85403
N 2.08245 -0.51152 1.61168
C 2.07301 -1.97788 1.62241
C 4.87478 -0.40313 1.78529
N -0.90603 -0.06027 3.31674
C 0.00273 -0.56833 4.34181
C -1.10862 1.37822 3.35962
H -5.05116 -2.18703 2.74336
H -4.23443 -1.68821 4.23063
H -3.50816 -2.92842 3.19629
H -5.09917 0.13526 2.07260
H -3.59891 0.97061 1.65585
H -4.08439 0.79748 3.35526
H 1.12616 -2.25406 2.08394
H 2.87801 -2.40146 2.23009
H 2.09862 -2.41451 0.61655
H 1.23336 1.12780 0.26521
H 0.08130 -1.28292 -1.08994
H 5.24806 -1.36150 1.44992
H 0.12554 -1.64601 4.23470
H -0.38707 -0.36736 5.34175
H 0.98331 -0.09807 4.24168
H -1.67383 1.71412 2.49257
H -0.13946 1.88430 3.35261
H -1.63998 1.68562 4.26376
C -2.55549 0.66949 -4.46114
N -2.92001 1.88562 -3.74485
C -3.52970 2.95955 -4.54417
C -4.37548 3.84802 -3.65914
C -3.53528 4.34281 -2.50411
N -2.86471 3.21548 -1.83668
C -2.49996 3.44797 -0.44436
C -2.59931 2.07422 -2.46721
O -2.01315 1.12206 -1.80435
H -2.42507 -0.15601 -3.77245
H -1.63636 0.81226 -5.03118
H -3.35822 0.42161 -5.15251
H -4.13564 2.48465 -5.31325
H -2.74166 3.52872 -5.04420
H -5.23709 3.29065 -3.28710
H -4.75114 4.69384 -4.23203
H -4.15254 4.83849 -1.75601
H -2.77785 5.05648 -2.83728
H -3.39642 3.48672 0.17627
H -1.98420 4.40504 -0.37016
H -1.84406 2.66634 -0.07591
C 7.44947 -1.06150 3.35857
N 7.53628 0.37302 3.05091
C 8.59890 1.09027 3.78209
C 6.82547 1.03557 2.19479
O 5.76701 0.69740 1.53583
H 6.85988 -1.22499 4.25818
H 8.46373 -1.41571 3.52826
H 7.04342 -1.61038 2.52174
H 9.56037 0.63666 3.55230
H 8.39897 1.00607 4.84861
H 8.60545 2.13938 3.50158
H 7.12640 2.05582 1.98491
```



[4]
# C3H4N2S3

C3H4N2S3 in the gas phase at a distorted geometry (ωB97M-V/def2-TZVPD, the OMol25 dataset).

Structure (SMILES): S=C=NN1CC1(S)S
Energy relative to the best compared isomer or geometry (same formula, charge and spin) in kJ/mol: 259.2
HOMO-LUMO gap in eV: 8.991
2S+1: 1
Net charge: 0

Geometry as XYZ:
```
12
C3H4N2S3 (ωB97M-V/def2-TZVPD)
S 4.94415 -0.06050 0.23500
C 3.39314 -0.04796 0.32541
N 2.22569 -0.31380 0.47786
N 1.03625 0.27383 0.21418
C 0.33251 0.16798 -1.04567
C -0.26624 -0.30388 0.23379
S -0.77287 -2.04418 0.32542
S -1.43911 0.76709 1.13212
H 0.64718 -0.58847 -1.75603
H 0.03804 1.11454 -1.47958
H -0.77634 -2.11456 1.65676
H -0.51981 1.64883 1.51667
```



[5]
# C18H16N8S3SbSe3TeTi

A molecular structure, C18H16N8S3SbSe3TeTi at a distorted geometry (ωB97M-V/def2-TZVPD, the OMol25 dataset).

Energy relative to the best compared isomer or geometry (same formula, charge and spin) in kJ/mol: 301.6
HOMO-LUMO gap (alpha / beta) in eV: 4.639 / 4.782
2S+1: 4
Net charge: -2

Geometry as XYZ:
```
51
C18H16N8S3SbSe3TeTi (ωB97M-V/def2-TZVPD)
Ti -0.48317 -0.41847 -1.06995
N 3.01593 2.77373 0.42445
C 2.47383 1.51663 0.32365
N 1.22183 1.28243 0.30735
C 0.32103 2.32353 0.41905
N -0.96977 2.06143 0.49615
N -1.30167 0.78353 0.31045
C -2.45237 0.33223 0.77895
C -2.73427 -1.03557 0.61985
C -3.87257 -1.65997 1.18195
C -4.02347 -3.01667 1.08045
C -3.03807 -3.76657 0.42245
C -1.96477 -3.09867 -0.12785
N -1.80107 -1.77487 -0.05885
C 0.79903 3.67513 0.56845
C -0.04617 4.77143 0.74995
C 0.48463 6.03573 0.94635
C 1.85323 6.22973 0.93765
C 2.71493 5.15073 0.74135
C 2.19303 3.88173 0.56905
H 4.01543 2.89933 0.40895
H 3.16833 0.68793 0.25795
H -3.11757 0.99133 1.33835
H -4.60697 -1.03717 1.67445
H -4.89477 -3.50387 1.49715
H -3.12967 -4.83167 0.29565
H -1.19367 -3.66767 -0.65675
H -1.11267 4.60703 0.74385
H -0.18037 6.87493 1.10325
H 2.26793 7.21593 1.08995
H 3.78733 5.29953 0.72665
S -1.07897 2.38603 -5.20635
Sb -0.86847 2.17923 -2.92375
S -2.32217 0.27373 -2.43755
S 1.00863 0.60883 -2.60895
Se -2.52747 -2.34957 -2.99275
Se -3.14837 -4.45437 -3.55545
Te 0.42993 -4.46337 -3.21395
Se -0.28797 -2.11827 -2.85035
N 3.08973 -4.32207 -0.18425
C 2.27823 -3.35027 0.35035
C 1.78403 -2.32097 -0.44605
N 0.89233 -1.40977 0.01625
C 0.66923 -1.46957 1.35755
C 1.28033 -2.40007 2.14995
N 2.05933 -3.38757 1.67675
H 2.92073 -4.51787 -1.16475
H 3.15213 -5.14507 0.39645
H 2.12093 -2.21617 -1.47615
H 0.00253 -0.72797 1.78505
H 1.15173 -2.37777 3.22785
```



[6]
# C18H28N2O4PS3Se2TaTe

A molecular structure, C18H28N2O4PS3Se2TaTe at a distorted geometry (ωB97M-V/def2-TZVPD, the OMol25 dataset).

Energy relative to the best compared isomer or geometry (same formula, charge and spin) in kJ/mol: 207.1
HOMO-LUMO gap in eV: 6.210
2S+1: 1
Net charge: +2

Geometry as XYZ:
```
60
C18H28N2O4PS3Se2TaTe (ωB97M-V/def2-TZVPD)
Ta 0.17020 -0.44059 0.28738
C 0.44120 -2.13819 3.64698
Se -0.42750 -0.54099 2.92938
C 0.64000 0.81941 3.89708
C 2.07100 1.04891 3.41478
Se 2.61700 -0.05279 1.84308
C 4.19780 0.98791 1.36918
H 0.17270 -2.21079 4.70188
H 1.52810 -2.09979 3.53928
H 0.04630 -3.00739 3.12068
H 0.61650 0.51481 4.94588
H 0.04820 1.73231 3.79638
H 2.79460 0.79621 4.19638
H 2.21400 2.09061 3.12238
H 4.82230 1.06981 2.26078
H 3.92370 1.97211 1.00098
H 4.73190 0.42731 0.60338
S 1.34390 0.30231 -1.66772
C 2.05990 1.86681 -1.33572
C 3.08380 2.32741 -2.15492
C 3.64740 3.57661 -1.92922
C 4.76130 3.99201 -2.70422
N 5.69190 4.27451 -3.30532
C 3.13910 4.39241 -0.90042
C 2.12320 3.92351 -0.07602
C 1.59660 2.65171 -0.26902
S 0.32290 2.04891 0.79098
C 3.65800 5.69901 -0.71212
N 4.05510 6.76051 -0.56412
H 3.44900 1.70671 -2.95962
H 1.74710 4.54671 0.71858
C -4.00830 -0.07739 1.45148
S -2.67700 1.06311 0.97138
C -3.70650 2.18701 -0.00112
O -1.87910 0.30341 -0.07902
H -4.67450 0.47001 2.11088
H -3.57350 -0.91499 1.98988
H -4.53760 -0.43169 0.57248
H -4.46380 2.61341 0.64848
H -4.16260 1.64241 -0.82132
H -3.07600 2.98241 -0.38602
C -3.44120 -4.71189 -2.09162
C -2.90920 -4.54669 -0.68442
O -1.49190 -4.21429 -0.70322
P -0.82730 -2.84989 -0.38972
O -1.38120 -2.05929 0.76658
Te 1.52110 -2.84849 0.00388
O -1.05190 -1.82189 -1.62762
C -0.72730 -2.23029 -2.98332
C -1.46150 -1.32669 -3.95352
H -4.47080 -5.05549 -2.03232
H -2.86070 -5.44949 -2.63902
H -3.42110 -3.77299 -2.64052
H -2.96980 -5.48599 -0.13142
H -3.45090 -3.76749 -0.14392
H -1.01670 -3.27739 -3.11462
H 0.36030 -2.14599 -3.10792
H -2.53580 -1.41929 -3.81502
H -1.21290 -1.60539 -4.97292
H -1.17930 -0.28659 -3.80342
```